{
  "formula": "C30H70B2NO15",
  "method": "wB97M-V/def2-TZVPD",
  "charge": 1,
  "e_tot_ha": -2417.7694,
  "orbital_gap_ha": 0.2331,
  "elements": ["C", "B", "O", "C", "N", "C", "C", "C", "C", "B", "O", "O", "H", "H", "H", "H", "H", "H", "H", "H", "H", "H", "H", "H", "H", "H", "C", "O", "C", "C", "O", "C", "C", "O", "C", "H", "H", "H", "H", "H", "H", "H", "H", "H", "H", "H", "H", "H", "H", "C", "O", "C", "C", "O", "C", "C", "O", "C", "H", "H", "H", "H", "H", "H", "H", "H", "H", "H", "H", "H", "H", "H", "C", "O", "C", "C", "O", "C", "C", "O", "C", "H", "H", "H", "H", "H", "H", "H", "H", "H", "H", "H", "H", "H", "H", "C", "O", "C", "C", "O", "C", "C", "O", "C", "H", "H", "H", "H", "H", "H", "H", "H", "H", "H", "H", "H", "H", "H"],
  "coordinates": [[2.69, -1.60, 0.37], [3.61, -0.61, 1.11], [3.87, -0.61, 2.47], [4.34, 0.56, 0.24], [4.25, 1.89, 0.91], [5.32, 2.27, 1.54], [6.46, 1.31, 1.36], [5.92, 0.34, 0.26], [6.62, 0.53, -1.11], [5.81, -0.15, -2.28], [4.98, 0.62, -3.09], [5.89, -1.53, -2.40], [2.44, -2.49, 0.98], [1.75, -1.10, 0.08], [3.16, -1.95, -0.57], [4.50, -1.22, 2.80], [3.89, 0.61, -0.75], [3.42, 2.45, 0.85], [5.36, 3.22, 2.09], [6.70, 0.80, 2.32], [7.37, 1.86, 1.06], [6.14, -0.69, 0.63], [6.78, 1.61, -1.33], [7.62, 0.04, -1.04], [5.01, 0.44, -4.01], [5.13, -1.94, -2.77], [2.54, -0.42, -5.09], [1.55, -1.40, -4.89], [1.77, -2.26, -3.80], [0.51, -2.55, -3.02], [0.02, -1.46, -2.26], [-0.62, -0.38, -2.93], [-1.96, -0.72, -3.53], [-1.82, -1.50, -4.68], [-2.85, -2.45, -4.84], [3.46, -0.85, -5.53], [2.14, 0.31, -5.78], [2.80, 0.08, -4.15], [2.53, -1.83, -3.12], [2.16, -3.23, -4.17], [0.78, -3.30, -2.27], [-0.25, -2.98, -3.66], [0.04, 0.08, -3.67], [-0.80, 0.35, -2.14], [-2.47, 0.22, -3.78], [-2.57, -1.24, -2.77], [-3.05, -2.98, -3.90], [-2.51, -3.17, -5.58], [-3.78, -2.00, -5.18], [-2.84, 0.30, 0.20], [-4.19, 0.35, -0.20], [-5.16, -0.23, 0.66], [-6.38, 0.64, 0.75], [-6.18, 1.83, 1.50], [-5.44, 2.92, 0.97], [-6.10, 3.72, -0.14], [-6.08, 3.04, -1.37], [-7.22, 3.28, -2.17], [-2.40, -0.70, 0.06], [-2.31, 1.00, -0.44], [-2.70, 0.60, 1.24], [-4.75, -0.40, 1.66], [-5.47, -1.21, 0.25], [-7.12, 0.08, 1.34], [-6.81, 0.82, -0.24], [-4.44, 2.62, 0.66], [-5.36, 3.60, 1.82], [-5.54, 4.66, -0.23], [-7.13, 3.96, 0.15], [-8.14, 3.18, -1.59], [-7.23, 2.52, -2.95], [-7.19, 4.27, -2.63], [-6.39, -3.05, -3.40], [-7.49, -3.33, -2.57], [-7.54, -2.61, -1.35], [-8.94, -2.17, -1.01], [-9.46, -1.15, -1.85], [-9.88, -1.48, -3.16], [-11.15, -2.29, -3.24], [-10.93, -3.63, -2.86], [-12.02, -4.23, -2.19], [-5.48, -3.53, -3.02], [-6.61, -3.45, -4.39], [-6.20, -1.97, -3.50], [-6.88, -1.73, -1.39], [-7.19, -3.25, -0.53], [-8.90, -1.72, -0.02], [-9.61, -3.03, -0.96], [-9.08, -1.96, -3.73], [-10.09, -0.51, -3.62], [-11.49, -2.25, -4.29], [-11.91, -1.83, -2.61], [-12.41, -3.57, -1.40], [-11.65, -5.14, -1.73], [-12.84, -4.48, -2.87], [6.49, 2.41, 5.16], [7.81, 2.82, 5.34], [8.00, 3.83, 6.33], [9.23, 3.56, 7.17], [9.12, 2.47, 8.05], [9.19, 1.15, 7.55], [10.55, 0.72, 7.06], [10.87, 1.31, 5.82], [12.24, 1.62, 5.67], [5.90, 3.15, 4.61], [6.53, 1.48, 4.59], [5.98, 2.20, 6.11], [7.12, 3.89, 6.98], [8.13, 4.80, 5.84], [9.34, 4.43, 7.82], [10.12, 3.50, 6.53], [8.43, 0.96, 6.78], [8.95, 0.53, 8.42], [10.53, -0.38, 6.96], [11.30, 0.97, 7.82], [12.63, 2.13, 6.55], [12.32, 2.29, 4.81], [12.85, 0.73, 5.48]]
}

=====

{
  "formula": "C30H70BrN4O2",
  "method": "wB97M-V/def2-TZVPD",
  "charge": 3,
  "e_tot_ha": -4127.7139,
  "orbital_gap_ha": 0.3353,
  "elements": ["Br", "C", "C", "O", "N", "H", "H", "C", "H", "H", "H", "H", "H", "H", "C", "N", "C", "C", "C", "C", "O", "H", "H", "H", "H", "H", "H", "H", "H", "H", "H", "H", "H", "H", "H", "C", "C", "C", "C", "N", "C", "C", "C", "C", "C", "C", "C", "H", "H", "H", "H", "H", "H", "H", "H", "H", "H", "H", "H", "H", "H", "H", "H", "H", "H", "H", "H", "H", "H", "H", "H", "C", "C", "C", "C", "N", "C", "C", "C", "C", "C", "C", "C", "H", "H", "H", "H", "H", "H", "H", "H", "H", "H", "H", "H", "H", "H", "H", "H", "H", "H", "H", "H", "H", "H", "H", "H"],
  "coordinates": [[0.37, 0.66, -0.88], [0.06, -4.70, -1.07], [1.01, -3.56, -1.12], [1.92, -3.44, -0.37], [0.70, -2.46, -2.08], [-0.06, -2.79, -2.68], [0.30, -1.64, -1.57], [1.89, -2.15, -2.95], [-0.07, -5.20, -2.04], [-0.90, -4.46, -0.62], [0.50, -5.48, -0.45], [1.69, -1.32, -3.62], [2.26, -3.02, -3.47], [2.68, -1.87, -2.25], [-1.27, 4.29, -5.81], [-1.11, 2.95, -6.46], [-2.22, 1.98, -6.22], [-0.97, 3.17, -7.93], [0.17, 2.23, -6.02], [0.18, 1.63, -4.64], [0.06, 2.60, -3.64], [-2.15, 4.76, -6.24], [-0.38, 4.89, -6.00], [-1.40, 4.13, -4.74], [-2.46, 1.89, -5.17], [-1.98, 1.03, -6.69], [-3.10, 2.41, -6.71], [-0.70, 2.23, -8.42], [-0.12, 3.84, -8.09], [-1.88, 3.55, -8.38], [0.98, 2.96, -6.08], [0.38, 1.53, -6.82], [1.13, 1.10, -4.52], [-0.62, 0.88, -4.52], [0.09, 2.19, -2.75], [4.34, -0.23, 7.33], [4.99, -0.45, 5.98], [4.02, -0.12, 4.85], [4.55, -0.56, 3.49], [3.56, -0.46, 2.33], [4.14, -1.10, 1.05], [4.62, 0.10, 0.22], [4.34, 1.37, 1.01], [3.24, 0.96, 1.97], [2.32, -1.22, 2.68], [2.46, -2.70, 3.05], [1.11, -3.41, 3.08], [3.49, -0.94, 7.32], [3.95, 0.74, 7.62], [4.91, -0.53, 8.21], [5.34, -1.48, 5.96], [5.84, 0.23, 5.85], [3.75, 0.93, 4.75], [3.13, -0.73, 5.05], [4.90, -1.59, 3.51], [5.40, 0.05, 3.17], [3.30, -1.55, 0.55], [4.87, -1.83, 1.39], [4.09, 0.07, -0.74], [5.67, 0.06, -0.05], [4.05, 2.22, 0.39], [5.16, 1.79, 1.60], [2.28, 0.91, 1.45], [3.22, 1.62, 2.83], [1.57, -1.10, 1.89], [1.84, -0.67, 3.50], [2.88, -2.73, 4.06], [3.15, -3.21, 2.38], [1.20, -4.42, 3.46], [0.62, -3.41, 2.10], [0.36, -2.92, 3.71], [-3.60, 1.59, -2.65], [-4.57, 1.89, -1.51], [-4.59, 0.86, -0.37], [-3.21, 0.81, 0.28], [-3.17, 0.39, 1.73], [-3.52, 1.60, 2.61], [-2.30, 1.97, 3.43], [-1.12, 1.24, 2.77], [-1.78, -0.02, 2.20], [-4.13, -0.76, 1.99], [-3.67, -2.05, 1.32], [-4.77, -3.12, 1.30], [-3.83, 0.63, -3.13], [-2.53, 1.71, -2.47], [-3.84, 2.40, -3.36], [-5.57, 2.08, -1.89], [-4.31, 2.87, -1.09], [-4.81, -0.10, -0.83], [-5.34, 1.21, 0.34], [-2.70, 1.77, 0.29], [-2.57, 0.17, -0.32], [-4.37, 1.35, 3.24], [-3.91, 2.35, 1.93], [-2.45, 1.68, 4.47], [-2.22, 3.06, 3.42], [-0.37, 1.02, 3.52], [-0.60, 1.80, 1.99], [-1.90, -0.75, 2.99], [-1.22, -0.48, 1.39], [-5.07, -0.42, 1.58], [-4.23, -0.90, 3.07], [-2.78, -2.52, 1.75], [-3.47, -1.82, 0.27], [-4.39, -3.97, 0.75], [-5.62, -2.75, 0.73], [-5.10, -3.31, 2.32]]
}

=====

{
  "formula": "C30H70F6N6O12P",
  "method": "wB97M-V/def2-TZVPD",
  "charge": -1,
  "e_tot_ha": -3357.1816,
  "orbital_gap_ha": 0.3082,
  "elements": ["P", "F", "F", "F", "F", "F", "F", "C", "O", "C", "C", "O", "C", "C", "O", "C", "H", "H", "H", "H", "H", "H", "H", "H", "H", "H", "H", "H", "H", "H", "C", "O", "C", "C", "O", "C", "C", "O", "C", "H", "H", "H", "H", "H", "H", "H", "H", "H", "H", "H", "H", "H", "H", "C", "O", "N", "C", "C", "H", "H", "H", "H", "H", "H", "H", "C", "O", "N", "C", "C", "H", "H", "H", "H", "H", "H", "H", "C", "O", "N", "C", "C", "H", "H", "H", "H", "H", "H", "H", "C", "O", "N", "C", "C", "H", "H", "H", "H", "H", "H", "H", "C", "O", "N", "C", "C", "H", "H", "H", "H", "H", "H", "H", "C", "O", "N", "C", "C", "H", "H", "H", "H", "H", "H", "H"],
  "coordinates": [[0.12, -1.23, 1.39], [0.97, -1.66, 2.70], [-1.07, -2.20, 1.90], [-0.44, 0.04, 2.14], [-0.72, -0.92, 0.06], [1.37, -0.39, 0.81], [0.79, -2.54, 0.64], [-4.71, 7.52, -0.20], [-4.52, 7.49, -1.60], [-3.18, 7.32, -2.05], [-2.32, 6.21, -1.51], [-2.22, 6.30, -0.09], [-1.70, 5.18, 0.62], [-1.14, 3.99, -0.15], [-0.14, 4.30, -1.11], [1.00, 4.98, -0.59], [-5.79, 7.70, -0.05], [-4.24, 8.41, 0.24], [-4.54, 6.59, 0.34], [-2.68, 8.30, -1.99], [-3.30, 7.03, -3.10], [-1.31, 6.34, -1.90], [-2.75, 5.25, -1.78], [-2.55, 4.70, 1.13], [-0.99, 5.52, 1.37], [-1.90, 3.56, -0.81], [-0.89, 3.22, 0.58], [0.66, 5.95, -0.19], [1.67, 5.14, -1.42], [1.50, 4.44, 0.22], [6.36, 2.36, -6.53], [6.04, 1.11, -6.01], [6.12, 0.05, -6.96], [5.79, -1.20, -6.23], [4.48, -1.38, -5.77], [4.18, -0.66, -4.58], [2.70, -0.91, -4.19], [2.21, 0.26, -3.58], [2.63, 0.41, -2.24], [7.44, 2.45, -6.74], [6.15, 3.13, -5.78], [5.80, 2.64, -7.43], [7.18, 0.02, -7.24], [5.42, 0.22, -7.78], [6.45, -1.27, -5.35], [6.06, -2.08, -6.82], [4.43, 0.39, -4.46], [4.74, -1.19, -3.79], [2.71, -1.75, -3.49], [2.16, -1.12, -5.11], [3.67, 0.76, -2.18], [2.56, -0.40, -1.50], [2.04, 1.27, -1.92], [-2.70, 0.83, -2.49], [-3.62, 0.05, -2.55], [-2.58, 1.89, -3.36], [-1.34, 2.64, -3.46], [-3.58, 2.13, -4.37], [-1.92, 0.71, -1.74], [-0.58, 2.34, -2.76], [-1.55, 3.72, -3.44], [-0.93, 2.47, -4.47], [-3.91, 3.16, -4.18], [-3.19, 2.06, -5.39], [-4.47, 1.52, -4.25], [0.78, -5.52, 2.36], [1.64, -6.26, 1.92], [0.33, -5.57, 3.64], [-0.79, -4.74, 4.09], [0.83, -6.58, 4.55], [0.27, -4.77, 1.75], [-1.05, -4.02, 3.31], [-0.52, -4.22, 5.00], [-1.70, -5.35, 4.09], [1.65, -6.10, 5.10], [0.09, -6.86, 5.29], [1.21, -7.45, 4.02], [-0.60, -0.15, 7.36], [-0.41, -0.98, 8.22], [-0.99, -0.40, 6.10], [-1.29, 0.62, 5.11], [-1.25, -1.74, 5.65], [-0.38, 0.92, 7.53], [-2.33, 0.59, 4.79], [-0.62, 0.47, 4.27], [-1.15, 1.62, 5.52], [-2.21, -1.84, 5.14], [-0.43, -2.07, 5.00], [-1.26, -2.39, 6.52], [-1.53, -3.10, -2.03], [-2.72, -2.90, -2.04], [-0.86, -3.76, -3.01], [0.57, -3.98, -2.94], [-1.62, -4.48, -4.00], [-0.95, -2.95, -1.10], [0.95, -3.50, -2.04], [1.03, -3.59, -3.84], [0.79, -5.03, -2.70], [-2.60, -4.03, -4.12], [-1.09, -4.62, -4.94], [-1.92, -5.43, -3.53], [2.49, 0.56, 4.90], [2.32, 1.35, 5.81], [3.67, -0.06, 4.64], [3.73, -0.99, 3.51], [4.83, 0.05, 5.44], [1.70, 0.29, 4.19], [4.71, -1.09, 3.05], [2.95, -0.75, 2.80], [3.51, -2.02, 3.85], [5.16, -0.94, 5.78], [5.70, 0.47, 4.92], [4.61, 0.69, 6.29], [-4.20, -1.86, 1.00], [-4.61, -2.00, -0.11], [-4.65, -2.55, 2.10], [-4.13, -2.21, 3.41], [-5.75, -3.45, 2.09], [-3.38, -1.16, 1.22], [-4.95, -1.78, 4.01], [-3.39, -1.41, 3.47], [-3.85, -3.08, 4.01], [-6.27, -3.31, 1.13], [-5.48, -4.51, 2.13], [-6.51, -3.28, 2.85]]
}

=====

{
  "formula": "C30H70N10O10",
  "method": "wB97M-V/def2-TZVPD",
  "e_tot_ha": -2484.9894,
  "e_above_lowest_kcal_mol": 177.5,
  "orbital_gap_ha": 0.3245,
  "smiles": "CN(C)C=O.CN(C)C=O.CN(C)C=O.CN(C)C=O.CN(C)C=O.CN(C)C=O.CN(C)C=O.CN(C)C=O.CN(C)C=O.CN(C)C=O",
  "elements": ["C", "N", "C", "C", "O", "H", "H", "H", "H", "H", "H", "H", "C", "N", "C", "C", "O", "H", "H", "H", "H", "H", "H", "H", "C", "N", "C", "C", "O", "H", "H", "H", "H", "H", "H", "H", "C", "N", "C", "C", "O", "H", "H", "H", "H", "H", "H", "H", "C", "N", "C", "C", "O", "H", "H", "H", "H", "H", "H", "H", "C", "N", "C", "C", "O", "H", "H", "H", "H", "H", "H", "H", "C", "N", "C", "C", "O", "H", "H", "H", "H", "H", "H", "H", "C", "N", "C", "C", "O", "H", "H", "H", "H", "H", "H", "H", "C", "N", "C", "C", "O", "H", "H", "H", "H", "H", "H", "H", "C", "N", "C", "C", "O", "H", "H", "H", "H", "H", "H", "H"],
  "coordinates": [[-3.15, 3.38, -0.25], [-3.58, 4.51, -1.07], [-3.01, 5.81, -0.81], [-4.37, 4.28, -2.14], [-4.56, 5.10, -3.02], [-3.84, 2.57, -0.50], [-3.37, 3.54, 0.81], [-2.10, 3.16, -0.39], [-3.05, 6.15, 0.23], [-1.95, 5.75, -1.07], [-3.48, 6.56, -1.44], [-4.87, 3.30, -2.16], [-1.34, -0.41, 0.63], [-0.24, -0.18, -0.30], [1.08, -0.13, 0.30], [-0.43, 0.36, -1.52], [-1.54, 0.36, -2.05], [-1.09, 0.04, 1.59], [-1.54, -1.47, 0.73], [-2.25, 0.11, 0.32], [1.79, -0.22, -0.53], [1.35, 0.85, 0.71], [1.27, -0.94, 1.00], [0.45, 0.87, -1.93], [6.29, 0.77, -0.86], [6.16, 1.78, 0.19], [7.39, 2.16, 0.84], [4.92, 2.13, 0.60], [3.89, 1.60, 0.24], [7.05, 0.03, -0.61], [6.51, 1.27, -1.80], [5.36, 0.24, -1.03], [7.18, 2.74, 1.74], [7.92, 1.24, 1.08], [8.13, 2.70, 0.24], [4.91, 3.02, 1.25], [2.70, -3.24, 0.42], [1.88, -3.27, 1.61], [2.28, -2.72, 2.88], [0.66, -3.89, 1.52], [-0.18, -3.97, 2.39], [3.58, -3.89, 0.46], [3.06, -2.22, 0.31], [2.13, -3.47, -0.48], [1.98, -3.31, 3.74], [3.38, -2.77, 2.90], [2.07, -1.67, 3.06], [0.48, -4.35, 0.54], [4.57, 0.08, -6.03], [3.41, -0.26, -5.18], [2.53, -1.30, -5.73], [3.27, 0.29, -3.96], [2.53, -0.13, -3.09], [4.30, 0.91, -6.69], [4.79, -0.82, -6.60], [5.47, 0.31, -5.47], [2.10, -0.86, -6.63], [3.12, -2.18, -5.97], [1.70, -1.44, -5.06], [4.00, 1.11, -3.80], [1.21, -0.30, 5.73], [0.45, -1.52, 5.63], [0.98, -2.62, 6.42], [-0.55, -1.73, 4.74], [-0.97, -0.87, 3.99], [2.21, -0.38, 5.30], [1.26, 0.05, 6.77], [0.69, 0.54, 5.27], [1.89, -3.09, 6.05], [1.18, -2.24, 7.42], [0.24, -3.41, 6.56], [-0.91, -2.77, 4.80], [1.39, 3.58, 3.52], [0.09, 3.94, 2.95], [-0.85, 2.90, 2.63], [-0.34, 5.21, 3.15], [-1.50, 5.56, 3.01], [1.59, 4.06, 4.47], [2.19, 3.69, 2.78], [1.37, 2.49, 3.63], [-1.66, 3.32, 2.04], [-0.45, 2.19, 1.90], [-1.19, 2.36, 3.52], [0.49, 5.89, 3.41], [-2.61, 0.39, -4.91], [-2.32, -0.83, -5.65], [-3.41, -1.53, -6.33], [-1.13, -1.42, -5.51], [-0.85, -2.52, -5.97], [-1.66, 0.76, -4.53], [-3.15, 0.13, -4.00], [-3.04, 1.27, -5.38], [-2.94, -2.15, -7.08], [-4.01, -2.06, -5.60], [-4.08, -0.84, -6.85], [-0.38, -0.79, -5.00], [-3.66, 0.81, 2.90], [-4.71, -0.06, 3.41], [-4.32, -1.46, 3.50], [-5.74, 0.47, 4.13], [-6.42, -0.13, 4.93], [-3.98, 1.85, 3.01], [-3.25, 0.64, 1.91], [-2.86, 0.72, 3.64], [-4.31, -2.10, 2.63], [-3.46, -1.63, 4.16], [-5.13, -1.91, 4.09], [-5.91, 1.53, 3.88], [-0.73, -3.72, -2.75], [-2.07, -3.73, -2.22], [-2.21, -4.32, -0.90], [-3.19, -3.44, -2.93], [-4.32, -3.52, -2.49], [-0.17, -2.91, -2.25], [-0.66, -3.47, -3.80], [-0.13, -4.55, -2.37], [-1.92, -3.57, -0.14], [-3.27, -4.36, -0.65], [-1.67, -5.25, -0.76], [-2.89, -3.11, -3.93]]
}